Entry from the Open Molecules 2025 dataset: a molecular structure, C7H8BNO at a distorted geometry (wB97M-V/def2-TZVPD).

Summary:
Multiplicity: 1
Total charge: 0
ΔE to the lowest compared entry with this formula, charge and spin in kJ/mol: 142.36
HOMO-LUMO gap in hartree: 0.340

Structure (XYZ):
```
18
Properties=species:S:1:pos:R:3:forces:R:3
B 1.698566 1.225978 0.263774 3.8 1.8 3.9
C -1.907607 0.708921 0.057513 -2.4 -0.8 -0.6
C -1.999492 -0.513126 -0.640860 -1.6 0.6 -0.3
C -0.738709 1.357362 0.325512 -0.3 0.4 1.8
C -0.826407 -1.205414 -0.963734 -1.0 -1.4 0.5
C 0.371932 0.544565 0.234161 0.0 -0.6 -0.7
C 0.287909 -0.800893 -0.209055 0.1 0.7 -1.3
C 1.387322 -1.763122 0.133029 -1.3 0.2 0.5
N 2.790471 1.183217 -0.601561 2.0 1.0 2.2
O 1.505234 -2.175597 1.257009 0.2 0.3 0.1
H -2.860551 1.091871 0.391284 -0.1 0.5 -0.1
H -3.090820 -0.887412 -0.872444 2.6 0.6 0.2
H -0.729846 2.335835 0.920194 0.2 -1.4 -1.4
H -0.936480 -2.132200 -1.630599 0.6 1.2 1.4
H 1.958663 -2.168511 -0.659766 1.0 -0.6 -1.2
H 2.257393 1.931756 1.430850 -1.8 -1.4 -2.1
H 2.891297 1.074476 -1.561827 -0.3 -0.7 -1.8
H 3.703741 1.512898 -0.167378 -1.9 -0.4 -1.1
```
Forces are in eV/Å.

Which charges does Löwdin predict for the atoms? In e, they are: -0.347 -0.114 -0.081 -0.058 -0.030 -0.156 -0.150 -0.213 0.145 0.096 0.098 0.142 0.149 0.140 0.110 0.114 0.050 0.104

***

Entry from the Open Molecules 2025 dataset: a molecular structure, C7H8Br2CaCl2IN at a distorted geometry (wB97M-V/def2-TZVPD).

Summary:
Multiplicity: 1
Total charge: +2
HOMO-LUMO gap in hartree: 0.300

Structure (XYZ):
```
22
Properties=species:S:1:pos:R:3:forces:R:3
Ca -0.863675 -0.587470 -1.357787 0.8 0.7 -0.5
Br -0.847604 -2.917190 -3.187727 -0.2 0.3 1.2
C -1.467089 -3.604316 -1.448666 -0.2 -0.5 0.4
Br -1.939061 -2.378925 0.272630 0.1 -1.8 -1.4
H -0.747861 -4.341525 -1.094243 0.2 0.6 0.2
H -2.385202 -4.123584 -1.682029 -0.4 0.4 0.3
Cl 1.759439 -1.564623 -0.449331 0.2 0.0 0.0
C 2.649897 -2.552261 0.852467 1.0 0.3 0.0
Cl 3.854495 -3.612872 0.141007 -0.5 0.5 0.1
H 1.889277 -3.135508 1.329342 -0.3 -0.1 0.3
H 3.148920 -1.807386 1.507449 -0.5 -0.5 -0.5
I -3.290049 1.290990 -1.215117 1.8 0.7 0.3
C -1.294577 2.173401 -0.430412 -0.5 1.1 0.7
C -1.354498 3.512923 0.027681 -1.2 -1.3 -0.5
C -0.473390 3.854391 1.016153 1.0 0.4 0.5
C 0.647926 3.033840 1.282429 0.0 1.2 0.5
C 0.725184 1.844478 0.624948 0.9 -0.5 0.0
N -0.273555 1.391820 -0.154911 -1.1 -0.8 -0.8
H -2.146338 4.176176 -0.293514 -0.1 -0.1 0.2
H -0.658097 4.774743 1.581174 0.4 -0.2 -0.4
H 1.467441 3.379069 1.950869 -0.9 -0.4 -0.5
H 1.598418 1.193829 0.727587 -0.4 0.2 -0.1
```
Forces are in eV/Å.

Which charges does Löwdin predict for the atoms? In e, they are: 0.767 0.703 -0.749 0.542 0.026 0.013 0.437 -0.878 0.609 0.022 0.059 0.874 -0.564 -0.085 -0.005 -0.004 -0.129 -0.152 0.116 0.143 0.147 0.105

***

Entry from the Open Molecules 2025 dataset: a gas-phase ion, C7H8BrO2 (charge -1) at a distorted geometry (wB97M-V/def2-TZVPD).

Summary:
Multiplicity: 1
Total charge: -1
ΔE to the lowest compared entry with this formula, charge and spin in kJ/mol: 342.37
HOMO-LUMO gap in hartree: 0.243

Structure (XYZ):
```
18
Properties=species:S:1:pos:R:3:forces:R:3
C -2.482805 0.222116 0.500855 2.7 -3.2 -1.3
C -0.901343 -1.135877 -0.251683 -3.3 1.2 1.4
C -1.910697 1.388491 0.025278 0.3 0.6 0.5
C -0.356807 1.249357 -0.048974 -0.3 -0.1 -0.2
C 0.043106 -0.071981 -0.706836 0.8 0.3 0.0
C 1.877438 -0.812769 0.911684 0.0 0.1 -0.2
C 1.523830 -0.452462 -0.527310 -0.1 -0.1 0.0
O -0.835376 -2.332855 -0.253452 0.2 1.2 -0.1
O -2.412905 2.520848 -0.111281 0.0 0.1 -0.4
Br -4.237065 -0.357998 0.095236 -0.1 0.1 0.0
H 0.035668 2.104457 -0.604771 -0.1 0.0 0.0
H 0.029920 1.302527 0.970855 0.0 0.0 0.0
H -0.153161 0.023149 -1.784984 -0.1 0.0 0.1
H 1.293003 -1.668831 1.234873 0.0 -0.1 0.1
H 1.668292 0.015049 1.583581 0.0 0.1 0.1
H 2.933630 -1.063683 0.993522 0.1 0.0 0.1
H 1.741530 -1.314543 -1.165840 0.0 0.1 0.0
H 2.143738 0.385003 -0.860756 0.0 0.0 -0.1
```
Forces are in eV/Å.

Which charges does Löwdin predict for the atoms? In e, they are: -0.561 -0.222 -0.670 -0.125 -0.319 -0.106 -0.225 0.049 -0.092 0.502 0.111 0.102 0.154 0.068 0.063 0.063 0.104 0.103

***

Entry from the Open Molecules 2025 dataset: a molecular structure, C7H8Cl2FeN2O3STl at a distorted geometry (wB97M-V/def2-TZVPD).

Summary:
Multiplicity: 6
Total charge: +4
HOMO-LUMO gap (alpha / beta) in hartree: 0.258 / 0.210
Expectation value of S²: 8.969

Structure (XYZ):
```
25
Properties=species:S:1:pos:R:3:forces:R:3
Fe 0.808112 0.042307 -5.002518 2.2 1.3 1.9
Tl -1.286805 -0.072668 -3.464493 -2.5 -0.2 1.2
Cl 0.922129 2.151109 -4.332354 0.0 -0.8 -0.5
Cl 1.371020 -0.766789 -3.053603 0.6 -0.1 -0.4
C -1.022121 -1.729534 -0.851549 1.1 -2.3 3.4
C -0.583107 0.795662 -6.164315 -0.4 2.8 -7.6
C 0.924247 -1.709959 -5.884083 -0.5 -3.5 -6.5
O -0.691180 -2.259504 0.120877 -1.2 1.8 -3.4
O -0.738458 1.249896 -7.226231 0.1 -2.2 5.7
O 0.860301 -2.340307 -6.855853 0.5 2.6 5.2
S -1.048969 1.031488 -0.120012 -0.5 1.0 0.4
C -0.475566 0.884058 1.468013 1.6 0.1 0.0
N -1.093336 1.334559 2.613357 -1.6 -2.7 -0.7
C -1.088540 0.389218 3.770359 1.1 1.1 0.8
C 0.363314 0.056060 4.067401 1.0 0.1 0.7
C 1.258070 -0.281618 2.867732 -0.9 0.5 0.1
N 0.674275 0.189043 1.611213 -0.4 0.3 1.5
H -1.995676 1.794220 2.440325 0.1 0.8 0.2
H -1.630733 -0.532565 3.512432 -0.5 0.3 -0.4
H -1.556428 0.894812 4.635864 0.0 -0.3 -0.5
H 0.422854 -0.778464 4.774373 -0.2 0.0 -0.1
H 0.816514 0.892287 4.597801 0.0 0.1 0.0
H 1.386048 -1.365089 2.751631 0.3 -0.1 -0.2
H 2.261340 0.178701 2.971787 -0.1 -0.3 -0.2
H 1.142694 -0.046921 0.751849 0.3 -0.2 -0.5
```
Forces are in eV/Å.

Which charges does Löwdin predict for the atoms? In e, they are: -0.006 0.901 0.357 0.226 -0.068 -0.155 0.029 0.091 0.298 0.295 0.970 -0.616 0.260 -0.035 -0.094 -0.036 0.170 0.201 0.187 0.182 0.165 0.148 0.180 0.195 0.158

***

Entry from the Open Molecules 2025 dataset: a single C7H8Cl2Si molecule at a distorted geometry (wB97M-V/def2-TZVPD).

Summary:
Multiplicity: 1
Total charge: 0
ΔE to the lowest compared entry with this formula, charge and spin in kJ/mol: 320.76
HOMO-LUMO gap in hartree: 0.343
SMILES: C=C[Si](Cl)(Cl)C1C=CC=C1

Structure (XYZ):
```
18
Properties=species:S:1:pos:R:3:forces:R:3
C 2.046813 0.211829 0.914988 2.6 -2.1 0.9
C 0.828722 -0.198209 1.315029 -0.8 -2.0 2.6
C 1.957229 1.477147 0.244588 1.2 0.1 -0.2
C -0.152431 0.848330 1.044428 -0.2 -0.2 -5.3
C -0.986543 -2.217516 -1.740764 0.5 -0.3 0.6
C -0.873237 -0.884984 -1.608636 -0.4 -0.9 1.1
C 0.672634 1.846345 0.227206 -0.9 0.8 1.1
Si -1.714594 0.049301 -0.214410 3.0 1.3 -0.1
Cl -2.558208 -1.091719 1.110292 -1.2 -2.0 1.8
Cl -3.294395 1.195550 -0.849785 0.4 0.4 -0.2
H 3.081247 -0.324687 1.159392 -2.6 1.1 -0.7
H 0.539496 -1.099917 1.995893 0.9 1.6 -1.6
H 2.884732 1.993491 -0.057670 -1.0 -0.1 -0.2
H -0.660726 1.320723 1.807398 -1.1 0.7 1.9
H -0.453928 -2.977997 -2.384769 -0.4 1.5 0.5
H -1.549372 -2.689009 -0.937335 -0.5 -0.3 -0.5
H -0.088228 -0.301009 -2.008821 0.6 0.5 -1.3
H 0.320788 2.842323 -0.017026 -0.1 -0.2 -0.3
```
Forces are in eV/Å.

Which charges does Löwdin predict for the atoms? In e, they are: -0.127 -0.171 -0.127 -0.335 -0.057 -0.274 -0.124 -0.208 0.425 0.296 0.144 0.135 0.110 0.079 0.082 0.015 0.039 0.099

***

Entry from the Open Molecules 2025 dataset: a molecular structure, C7H8Cl4F9MgO9S3 at a distorted geometry (wB97M-V/def2-TZVPD).

Summary:
Multiplicity: 1
Total charge: -1
ΔE to the lowest compared entry with this formula, charge and spin in kJ/mol: 27.52
HOMO-LUMO gap in hartree: 0.358

Structure (XYZ):
```
41
Properties=species:S:1:pos:R:3:forces:R:3
Mg 6.746907 -29.448832 23.433350 -0.5 -0.3 -0.4
C 6.800720 -26.688966 20.662566 -1.3 -0.4 2.1
F 7.946618 -27.335876 20.589935 0.2 -0.1 -0.2
F 7.016768 -25.401080 20.921433 0.3 0.3 -0.2
F 6.126830 -26.798288 19.534337 0.0 -0.1 -0.2
S 5.764972 -27.373431 22.164038 0.1 -0.5 -0.5
O 6.707980 -27.491947 23.291739 0.7 2.0 0.0
O 4.626397 -26.534809 22.343763 0.4 0.4 -0.4
O 5.519516 -28.779078 21.846126 -0.7 -0.1 -0.9
C 4.611718 -27.523613 26.027905 0.7 0.3 -0.2
F 4.018625 -27.821753 24.877131 -0.3 -0.2 -0.1
F 5.265705 -26.369498 25.841754 0.1 -0.1 0.2
F 3.673111 -27.318994 26.953219 0.1 -0.1 0.0
S 5.742252 -28.936194 26.520051 -0.5 -0.5 2.4
O 6.466655 -29.271883 25.287693 -0.2 0.0 0.5
O 6.633426 -28.500133 27.588844 -0.9 0.1 -1.3
O 4.744903 -29.914178 26.917653 0.6 0.3 -0.5
C 5.914955 -31.619315 19.922709 0.9 0.6 2.1
F 5.888223 -32.661070 19.109488 -0.2 0.1 -0.3
F 5.923489 -30.478630 19.240229 -0.1 -0.1 -0.4
F 4.839194 -31.631171 20.722594 -0.3 -0.1 -0.5
S 7.419783 -31.758075 21.075515 0.2 -2.2 -1.3
O 7.210543 -30.767875 22.157314 0.4 -0.9 -0.6
O 7.294359 -33.149553 21.481572 -0.1 1.2 0.4
O 8.557192 -31.511155 20.215514 -0.4 0.7 0.6
Cl 4.720603 -34.011518 23.220116 0.1 0.2 0.0
C 3.789046 -33.297538 24.548060 0.3 0.3 0.9
C 3.032138 -32.038420 24.164528 -0.2 0.0 0.1
Cl 4.192333 -30.724359 23.782455 -0.5 -0.3 -0.4
H 4.437740 -32.964472 25.361249 0.5 -0.2 -0.3
H 3.245193 -34.131250 24.988895 -0.7 0.4 -0.3
H 2.473516 -31.607271 24.993520 0.0 -0.4 0.2
H 2.337487 -32.145249 23.334257 0.3 -0.1 -0.2
Cl 9.130944 -29.427214 23.952842 1.1 -0.3 0.3
C 10.134470 -28.204677 24.845462 0.1 -0.3 -0.7
C 10.839713 -28.785880 26.046563 0.1 0.5 0.4
Cl 9.679104 -29.047018 27.385383 0.4 -0.3 -0.4
H 9.514242 -27.341071 25.064798 -0.1 -0.1 0.1
H 10.836412 -27.969190 24.047789 0.2 0.3 0.3
H 11.568979 -28.068866 26.427707 -0.2 0.3 -0.1
H 11.461868 -29.651819 25.828443 -0.6 -0.4 -0.1
```
Forces are in eV/Å.

Which charges does Löwdin predict for the atoms? In e, they are: 0.366 -0.647 0.163 0.133 0.162 0.568 -0.358 -0.241 -0.360 -0.654 0.107 0.128 0.135 0.528 -0.427 -0.336 -0.317 -0.661 0.149 0.137 0.089 0.546 -0.414 -0.334 -0.301 0.599 -0.662 -0.564 0.720 0.070 0.063 0.073 0.073 0.735 -0.532 -0.639 0.599 0.088 0.071 0.068 0.075

***

Number 1: electronic energy -11600.9973 eV. Number 2: electronic energy -200533.1826 eV. Number 3: electronic energy -81524.8069 eV. Number 4: electronic energy -91420.7550 eV. Number 5: electronic energy -40311.4914 eV. Number 6: electronic energy -138321.0575 eV.